113
Properties=species:S:1:pos:R:3:forces:R:3 method="wB97M-V/def2-TZVPD" e_homo_ev=-5.03
C 3.38958 -0.46729 -2.89705 0.29 -0.35 -0.14
C 4.79189 0.07419 -2.64440 -0.13 0.24 -0.38
C 4.76447 1.46093 -2.02524 -0.35 -0.17 0.13
C 4.00155 1.54445 -0.69859 0.06 -0.29 -1.07
C 4.34186 0.54637 0.36238 0.01 0.05 0.14
C 3.36736 0.49636 1.52196 -0.37 0.16 0.06
C 1.91929 0.22156 1.06328 0.14 -0.40 0.72
C 1.25446 -0.95698 1.80987 -0.35 0.13 -0.97
C 0.60203 -1.98796 0.86281 0.12 -0.21 0.62
C -0.74007 -2.48856 1.38695 -0.01 0.12 -0.27
C -1.93996 -1.62498 0.97058 0.13 -0.58 -0.26
C -3.16228 -2.51813 0.72283 -0.10 0.00 0.95
C -4.47413 -1.83581 1.11345 0.43 0.07 -0.73
I -5.03076 -2.46012 3.10788 -0.09 0.16 0.03
O -5.46099 -2.01319 0.10884 -0.12 0.55 0.37
C -6.56238 -2.77203 0.38962 -0.27 0.13 0.04
O -6.51611 -3.94878 0.26958 0.14 -1.58 -0.26
C -7.81019 -2.05843 0.77140 0.35 0.84 -0.04
C -8.56710 -1.50984 -0.44057 -0.47 -0.59 0.26
C -9.96317 -1.05202 0.00836 0.83 0.76 0.06
C -10.43337 0.19862 -0.72992 -0.61 -0.78 -0.26
S -9.41257 1.55821 -0.14622 0.29 0.02 0.14
C -10.24575 2.96208 -0.72700 -0.03 0.06 -0.15
N -10.61590 3.29157 -1.91778 0.00 -0.08 0.50
N -11.20468 4.54006 -1.78770 -0.24 0.35 0.20
C -11.11610 4.87238 -0.54626 0.19 -0.65 -0.77
O -10.52811 3.90595 0.20548 -0.09 0.36 -0.12
H 2.94245 -0.91063 -2.01062 -0.23 0.17 0.17
H 3.42724 -1.25495 -3.64451 -0.01 -0.20 -0.08
H 2.75439 0.30970 -3.31049 -0.25 0.14 0.13
H 5.27070 0.17000 -3.61690 0.30 -0.07 -0.05
H 5.38458 -0.62858 -2.06161 0.12 -0.07 0.09
H 4.21863 2.10022 -2.71491 0.03 0.27 -0.09
H 5.75892 1.88840 -1.95148 0.08 -0.01 -0.08
H 4.27762 2.45451 -0.23150 -0.59 1.45 0.10
H 2.95508 1.55053 -0.96908 -0.35 0.01 0.44
H 5.29508 0.98093 0.82585 0.38 -0.74 0.45
H 4.55957 -0.45555 0.00802 0.38 -0.08 -0.08
H 3.65200 -0.28077 2.22653 0.26 -0.06 0.06
H 3.38393 1.43886 2.06244 0.13 0.18 0.02
H 1.34008 1.11320 1.27056 -0.14 0.22 -0.30
H 1.85760 0.01999 0.00008 0.14 0.08 -0.23
H 1.97860 -1.49562 2.41267 0.02 0.11 0.36
H 0.46329 -0.55931 2.43708 0.05 0.01 0.41
H 1.26963 -2.84586 0.79719 0.14 -0.07 -0.24
H 0.48701 -1.58440 -0.13998 -0.05 0.06 -0.15
H -0.92822 -3.49503 1.02040 0.10 -0.18 -0.10
H -0.68323 -2.56246 2.47192 -0.10 -0.11 0.17
H -2.17268 -0.87721 1.72279 0.04 0.22 0.08
H -1.68171 -1.13276 0.03664 -0.07 0.39 -0.02
H -3.04953 -3.38267 1.36761 -0.01 -0.38 -0.15
H -3.22077 -2.87590 -0.29867 -0.05 0.10 -0.20
H -4.31258 -0.76943 1.19868 -0.18 0.22 0.13
H -7.53203 -1.20986 1.39325 -0.08 0.08 0.23
H -8.42249 -2.73844 1.35145 -0.12 -0.17 0.01
H -8.66978 -2.30741 -1.17210 0.07 0.03 -0.32
H -8.02186 -0.68141 -0.87739 0.18 0.06 -0.17
H -10.69323 -1.84983 -0.06120 -0.12 -0.12 -0.02
H -9.85130 -0.74931 1.04887 -0.36 -0.21 0.30
H -11.48678 0.33949 -0.50912 -0.07 0.43 0.14
H -10.36275 0.04786 -1.80281 0.19 0.21 -0.20
H -11.43400 5.78805 -0.09205 0.02 0.11 0.17
C -8.42714 -6.70941 -1.26044 0.06 0.11 0.00
C -7.19171 -7.19869 -0.53571 0.15 0.19 0.04
O -7.69066 -8.33495 0.18260 -0.01 0.07 -0.09
C -8.79251 -8.78991 -0.45801 -0.02 -0.05 0.02
O -9.34190 -9.81359 -0.21352 -0.02 -0.04 0.00
O -9.18437 -7.91659 -1.41692 0.06 0.08 0.01
H -8.20926 -6.26348 -2.22647 -0.08 -0.14 -0.10
H -9.00591 -6.00193 -0.66507 0.01 -0.02 0.05
H -6.40888 -7.53169 -1.21946 -0.05 -0.04 -0.04
H -6.77999 -6.45862 0.14320 -0.05 -0.08 0.14
Be 6.46793 2.00054 0.43022 0.44 1.76 -0.92
O 8.13583 0.22298 1.86888 0.03 -0.15 0.25
C 8.26115 -0.78678 1.18891 0.28 0.22 0.55
O 7.29446 -1.18389 0.41406 -0.69 -1.10 0.26
C 7.63942 -2.43826 -0.22439 0.14 -0.22 -0.25
C 9.15989 -2.48858 -0.16445 0.06 0.04 0.12
C 9.44460 -1.71838 1.12905 0.02 -0.03 -0.52
H 7.16411 -3.24500 0.33402 -0.02 0.04 0.07
H 7.25527 -2.43777 -1.24021 -0.12 0.24 0.03
H 9.55900 -3.49940 -0.18522 -0.08 -0.05 0.09
H 9.57779 -1.94193 -1.00833 -0.04 0.03 -0.03
H 9.43085 -2.35734 2.01412 0.02 0.05 0.04
H 10.37744 -1.16133 1.08670 -0.03 0.08 0.22
C -6.54789 4.05081 -3.77223 0.77 -0.11 0.06
C -7.20058 3.99851 -5.13264 -0.25 -0.11 0.15
O -7.52796 2.64813 -5.51498 0.16 0.09 -0.10
H -5.63731 3.43636 -3.77969 -0.04 0.04 -0.03
H -6.29197 5.09242 -3.47748 -0.11 -0.86 -0.27
H -7.21252 3.64413 -3.00721 -0.07 0.12 0.02
H -6.52817 4.38573 -5.89799 -0.03 -0.10 -0.07
H -8.11019 4.60146 -5.13544 0.06 0.13 0.00
H -8.13302 2.31423 -4.84646 -0.04 0.03 0.03
O 4.75001 6.45725 0.97008 -0.50 0.04 -0.29
P 4.36482 5.07660 0.46093 1.21 -1.69 0.27
O 4.16482 5.16796 -1.05674 -0.53 0.39 0.58
O 3.09361 4.57616 1.15206 -0.09 0.68 -0.59
O 5.50683 4.07330 0.77478 1.41 -2.25 -0.23
Mg 8.96885 2.28047 2.06377 -0.51 0.00 -0.23
Br -7.83820 6.69783 -2.92874 -0.48 0.75 0.33
C 14.36530 4.28606 4.60254 0.18 -0.18 0.07
C 12.93340 4.20874 5.09621 0.00 0.26 -0.05
O 12.19469 4.31247 3.87669 0.18 -0.32 0.20
C 12.93913 3.81141 2.88827 -0.82 0.07 -0.06
O 12.54639 3.50604 1.81115 0.70 0.07 -0.11
O 14.25221 3.68303 3.28576 -0.25 0.24 0.92
F 12.62940 5.24092 5.89135 -0.05 0.10 -0.04
H 14.70286 5.31742 4.50334 -0.19 0.08 0.03
H 15.06521 3.73713 5.22524 0.00 -0.20 -0.16
H 12.67076 3.27578 5.59581 -0.05 0.01 0.02
K 15.70433 3.68944 1.33440 0.26 -0.09 -0.84
Br 8.03741 0.95128 -1.25844 -0.57 1.46 0.69

***

99
Properties=species:S:1:pos:R:3:forces:R:3 method="wB97M-V/def2-TZVPD" charge=+1 e_homo_ev=-12.15
C -6.32348 2.00731 -1.52510 -0.31 -0.19 -0.37
C -5.84692 0.89995 -2.44379 -0.04 0.06 0.39
Cl -6.55873 1.00123 -4.07791 0.10 0.24 -0.11
C -4.32764 0.70146 -2.50950 -0.65 -0.51 0.05
Cl -3.84017 -0.32040 -1.15207 -0.03 0.19 0.09
N -3.58253 2.00146 -2.62146 0.45 -0.16 -0.54
C -3.36124 2.29137 -4.09825 0.05 0.64 -0.79
C -2.67941 3.62907 -4.32268 0.20 -0.46 0.00
O -1.44956 3.66502 -3.62176 -0.24 0.41 0.00
C -1.75102 3.55289 -2.26770 -0.18 -0.06 -0.10
C -2.26432 2.14295 -1.91956 1.12 0.77 0.06
I -0.77011 0.75039 -2.56828 -0.31 -0.08 0.20
O -2.52738 2.20675 -0.50950 0.00 0.05 -0.74
C -1.77598 1.49951 0.27719 -0.36 -1.29 1.45
N -1.36420 0.79476 1.10259 -0.07 0.92 -1.00
H -5.89291 2.98030 -1.74383 0.09 0.22 0.09
H -6.17638 1.71579 -0.49193 0.28 0.14 0.22
H -7.38877 2.12255 -1.67601 -0.24 0.05 0.04
H -6.22458 -0.02622 -2.04070 -0.10 -0.31 -0.03
H -4.10780 0.14272 -3.40603 0.36 -0.06 -0.20
H -4.14726 2.79218 -2.29567 -0.23 -0.27 0.41
H -2.77900 1.50053 -4.55239 0.09 -0.34 0.28
H -4.31833 2.30369 -4.60433 -0.35 -0.15 0.21
H -2.47216 3.71599 -5.38145 0.09 -0.01 -0.20
H -3.31960 4.46598 -4.04279 -0.07 0.20 0.18
H -2.54112 4.26880 -2.00840 -0.06 0.10 0.25
H -0.89010 3.77431 -1.65430 0.33 -0.07 0.04
C -4.89351 -3.34716 -7.44317 0.06 0.07 0.02
C -4.46773 -3.79907 -6.05341 0.08 0.02 -0.22
C -4.65990 -2.70762 -4.99184 0.10 -0.14 -0.12
C -3.86300 -1.51831 -5.29940 -0.02 0.00 0.04
N -3.22899 -0.58940 -5.53940 -0.05 0.01 0.14
H -4.28925 -2.50763 -7.79431 -0.01 0.02 0.03
H -4.77443 -4.15889 -8.15689 -0.05 -0.03 0.00
H -5.94177 -3.04520 -7.45338 -0.02 -0.03 -0.02
H -3.41941 -4.10593 -6.07452 0.01 0.03 0.09
H -5.05121 -4.66858 -5.76327 -0.05 0.01 0.09
H -4.36010 -3.07210 -4.00777 0.00 0.05 0.03
H -5.70940 -2.41122 -4.93797 -0.01 0.04 -0.01
C -3.19506 -8.13965 -5.97422 -0.02 -0.02 0.00
C -4.22943 -9.06692 -6.60200 0.15 0.05 0.13
C -4.97361 -8.42122 -7.77662 0.03 -0.07 0.19
C -5.70055 -7.22547 -7.34650 -0.11 0.01 -0.15
N -6.27667 -6.29312 -7.00369 0.02 -0.07 0.03
H -3.66402 -7.24858 -5.55250 -0.02 0.01 -0.04
H -2.66858 -8.64602 -5.16613 0.02 0.00 -0.01
H -2.45477 -7.82051 -6.71037 0.01 0.01 0.00
H -4.94912 -9.37598 -5.84248 -0.05 -0.03 -0.04
H -3.73598 -9.97085 -6.96042 -0.06 -0.01 -0.06
H -5.69090 -9.11957 -8.20710 -0.03 0.02 -0.05
H -4.27325 -8.13396 -8.56205 -0.01 0.02 -0.03
C 1.52194 0.77069 2.90371 0.17 0.02 0.09
C 1.75620 0.61760 4.40268 0.00 -0.12 -0.22
C 1.41239 1.88181 5.19581 0.20 -0.08 -0.20
C 2.23368 3.01348 4.75933 -0.08 0.10 0.12
N 2.88501 3.89662 4.42028 0.00 -0.02 -0.03
H 2.16350 1.54692 2.48074 -0.01 0.02 0.02
H 1.75091 -0.16139 2.38644 -0.04 0.00 -0.01
H 0.48793 1.02759 2.69076 -0.06 0.00 0.00
H 2.79978 0.35257 4.58048 0.00 0.01 0.09
H 1.14941 -0.20289 4.78653 0.00 0.04 0.11
H 1.58469 1.71383 6.25537 -0.03 0.04 0.06
H 0.36172 2.14509 5.06303 -0.02 0.02 0.02
C 6.18806 4.87353 3.55605 -0.03 0.02 -0.04
C 6.37894 4.24307 4.92858 -0.11 0.08 -0.14
C 7.85251 4.01939 5.28941 -0.20 -0.05 -0.08
C 8.49683 3.11915 4.33150 0.15 -0.03 0.09
N 8.99412 2.40323 3.58459 -0.03 0.08 0.00
H 6.57398 4.22940 2.76408 0.07 0.00 0.02
H 5.12879 5.03381 3.36302 -0.01 0.01 0.03
H 6.69756 5.83746 3.49033 0.02 -0.01 -0.01
H 5.84869 3.29026 4.96261 0.01 -0.01 0.06
H 5.92726 4.88525 5.68597 0.04 -0.04 0.06
H 7.93974 3.57925 6.28279 0.07 0.00 0.01
H 8.39656 4.96480 5.29278 0.03 0.01 -0.01
C 8.72061 -0.32556 1.47363 0.03 -0.02 -0.07
C 9.79780 -0.90567 0.56497 -0.11 0.13 0.11
C 9.41546 -2.26608 -0.03075 0.12 0.13 0.14
C 9.18514 -3.26252 1.01734 -0.03 -0.11 -0.09
N 9.00735 -4.04352 1.83965 -0.01 0.03 0.02
H 8.54439 -0.96587 2.33904 -0.02 -0.04 -0.02
H 9.01818 0.65009 1.84777 -0.01 0.02 0.02
H 7.77577 -0.20939 0.93635 -0.01 -0.02 0.00
H 10.72816 -1.00425 1.12648 0.03 -0.04 -0.05
H 9.99261 -0.21274 -0.25558 0.03 -0.06 -0.05
H 10.20673 -2.63498 -0.68372 -0.02 -0.05 -0.03
H 8.50459 -2.17815 -0.62466 -0.02 -0.02 -0.01
C -1.76549 3.17120 8.26088 -0.01 -0.01 0.02
C -1.38400 2.59833 9.62106 -0.13 0.10 -0.13
C 0.07959 2.14787 9.68753 -0.21 -0.03 -0.01
C 0.35293 1.09664 8.70598 0.15 -0.07 0.09
N 0.56393 0.26852 7.93886 -0.07 0.04 -0.01
H -1.66649 2.42244 7.47304 0.04 -0.01 0.01
H -2.80188 3.50733 8.26518 0.00 0.02 0.00
H -1.13545 4.02477 8.00297 0.00 0.00 -0.01
H -2.03436 1.75421 9.85532 0.04 -0.03 0.05
H -1.54926 3.35214 10.39177 0.06 -0.03 0.05
H 0.31752 1.76014 10.67777 0.06 -0.01 0.00
H 0.74733 2.98714 9.48722 0.04 0.00 -0.01

***

| no. | calculated total energy (hartree) | Kohn-Sham gap (eV) | largest force on an atom (eV/Å) |
| --- | --- | --- | --- |
| 1 | -9664.7404 | 1.2 | 2.67 |
| 2 | -3057.9718 | 8.8 | 1.97 |